Computed, not measured: a structure of composition C22H66FO11S11Tl, with the ωB97M-V functional and the def2-TZVPD basis.

The value obtained for the LUMO energy (spin up / spin down) is -1.43 / -3.90 eV. The calculation puts the electronic energy at -172985.2394 eV. The frontier orbital gap (spin up / spin down) comes out at 8.39 / 5.78 eV. The calculation puts the max |F| at 3.7 eV Å⁻¹.

```
! RIJCOSX wB97M-V def2-TZVPD def2/J DEFGRID3
* xyz 1 2
Tl 0.3348 -0.3892 -0.1641
F 1.8142 -2.4793 -1.4999
C -2.5366 -5.0771 -1.2496
S -2.5364 -3.2685 -1.7268
O -1.5838 -2.5022 -0.8005
C -1.7864 -3.5790 -3.3972
H -1.5700 -5.5601 -1.3923
H -3.2612 -5.5572 -1.9073
H -2.7516 -5.2115 -0.1895
H -2.3755 -4.1634 -4.1041
H -0.8250 -4.0769 -3.2714
H -1.5273 -2.5959 -3.7904
C 1.4584 0.8179 5.0105
S -0.1260 0.8073 3.9124
O 0.2112 -0.2448 2.8197
C -1.3165 0.2064 5.1541
H 1.1767 1.0505 6.0375
H 2.3139 1.3955 4.6603
H 1.7803 -0.2232 5.0343
H -2.3152 0.0913 4.7328
H -1.3796 0.9313 5.9657
H -0.9735 -0.6942 5.6633
C 1.1907 4.4146 -1.2721
S 0.5920 3.1609 -2.4607
O 0.0805 2.0207 -1.6010
C -0.7349 4.1708 -3.3280
H 0.3366 4.8676 -0.7686
H 1.6159 5.2955 -1.7528
H 1.8920 4.0102 -0.5422
H -1.4952 3.5229 -3.7642
H -0.2952 4.8331 -4.0737
H -1.3560 4.6648 -2.5808
C 0.3116 1.0612 -5.6786
S 1.0304 -0.1029 -4.4245
O 0.2136 -0.1803 -3.1303
C 0.7565 -1.7020 -5.3822
H 0.3371 2.1140 -5.3975
H -0.7424 0.8390 -5.8453
H 0.8281 1.0128 -6.6373
H 1.1534 -2.5755 -4.8650
H 1.1303 -1.5705 -6.3976
H -0.3245 -1.7178 -5.5214
C 4.0709 2.2923 -3.0673
S 4.2075 0.8275 -1.9403
O 2.7823 0.5414 -1.4960
C 4.6633 -0.3756 -3.1144
H 4.1603 3.1849 -2.4482
H 3.0906 2.1762 -3.5295
H 4.7828 2.4751 -3.8722
H 4.6254 -1.3565 -2.6406
H 5.5212 -0.2802 -3.7799
H 3.8787 -0.3736 -3.8710
C 2.1651 3.7780 2.9882
S 2.7458 2.1876 2.2176
O 1.5688 1.9338 1.2687
C 4.1032 2.9020 1.2571
H 2.9314 4.0939 3.6962
H 1.1844 3.6252 3.4386
H 1.9995 4.4767 2.1681
H 3.7111 3.6847 0.6078
H 4.4354 2.0714 0.6343
H 4.8592 3.2732 1.9489
C -4.6621 0.7543 -1.8479
S -2.9937 0.7521 -2.5898
O -2.0288 0.0814 -1.6660
C -3.2653 -0.3267 -4.0586
H -5.4981 1.3099 -2.2728
H -4.5133 1.4094 -0.9895
H -5.0168 -0.1988 -1.4557
H -3.7002 -1.2749 -3.7429
H -2.3264 -0.5588 -4.5614
H -4.0617 0.0000 -4.7273
C 0.0282 -5.1382 2.5953
S 0.8332 -3.5109 2.7633
O 0.2123 -2.5407 1.7972
C 0.1887 -3.1584 4.4155
H -1.0504 -5.1039 2.7483
H 0.4281 -5.7741 3.3852
H 0.1404 -5.5162 1.5791
H 0.5734 -2.3083 4.9790
H 0.5008 -3.9697 5.0731
H -0.9010 -3.1383 4.3986
C -3.7731 -2.9456 1.4552
S -3.0352 -1.4462 2.2312
O -2.3094 -0.6545 1.1326
C -4.5828 -0.5233 2.5489
H -4.4612 -3.4711 2.1174
H -2.9730 -3.6616 1.2677
H -4.0859 -2.6724 0.4474
H -4.1944 0.4293 2.9092
H -5.2175 -0.9681 3.3154
H -5.2604 -0.4473 1.6985
C -1.9213 3.7203 2.5456
S -1.3663 3.3440 0.8663
O -1.1208 1.8453 0.8008
C -2.9571 3.6568 0.0042
H -2.5302 4.6226 2.6023
H -1.1496 3.9060 3.2927
H -2.4698 2.8793 2.9698
H -3.5440 4.5611 0.1647
H -3.6490 2.8300 0.1647
H -2.7265 3.6032 -1.0598
C 4.4239 -2.7967 1.1544
S 4.2238 -1.0061 1.6597
O 2.7657 -0.7583 1.3601
C 4.0060 -1.1597 3.4250
H 3.7453 -3.3993 1.7581
H 5.3597 -3.3185 1.3546
H 4.0953 -2.8662 0.1174
H 3.7336 -0.3636 4.1179
H 4.7405 -1.8981 3.7465
H 3.1144 -1.7852 3.4696
*
```



Computed, not measured: a cluster of 11 separate species, C22H66O11 in total, with the ωB97M-V functional and the def2-TZVPD basis.

The value obtained for the LUMO energy is 0.23 eV. The calculation puts the electronic energy at -46399.4533 eV. The frontier orbital gap comes out at 10.06 eV. As for the SMILES: CCO.CCO.CCO.CCO.CCO.CCO.CCO.CCO.CCO.CCO.CCO. The calculation puts the max |F| at 3.3 eV Å⁻¹.

```
! RIJCOSX wB97M-V def2-TZVPD def2/J DEFGRID3
* xyz 0 1
C 7.0623 2.7382 -0.9060
C 7.1780 1.9053 -2.1868
O 8.4700 2.0773 -2.7110
H 7.6175 3.6644 -1.0543
H 7.3724 2.1679 -0.0304
H 6.0113 2.9855 -0.7564
H 6.4124 2.2936 -2.8586
H 6.9765 0.8351 -2.1411
H 8.2901 2.4838 -3.5619
C -2.7846 -1.4319 -4.7606
C -2.6668 -2.0920 -6.1498
O -3.9524 -2.6619 -6.4737
H -3.0878 -2.1788 -4.0269
H -3.4161 -0.5454 -4.7015
H -1.7482 -1.1135 -4.6478
H -1.8378 -2.7984 -6.1921
H -2.3846 -1.3135 -6.8587
H -4.2244 -2.5915 -7.3917
C 5.5638 -5.2428 -1.8624
C 5.0434 -3.7924 -2.1313
O 3.6863 -3.8849 -2.2874
H 5.3576 -5.5798 -0.8465
H 6.6422 -5.2092 -1.7073
H 5.1341 -6.0275 -2.4851
H 5.4357 -3.5265 -3.1129
H 5.4283 -3.1651 -1.3273
H 3.2236 -3.3215 -1.6628
C -0.2712 0.8055 0.3032
C 1.1955 0.6091 0.7741
O 1.4212 -0.7750 0.5910
H -0.3449 0.4691 -0.7309
H -0.5585 1.8570 0.3064
H -0.9105 0.1230 0.8630
H 1.3751 0.7212 1.8433
H 1.9279 1.1977 0.2216
H 1.0887 -1.2948 1.3264
C 1.4550 7.3750 3.4077
C 0.5334 6.2322 3.6477
O -0.7132 6.8465 4.0775
H 2.2778 6.9268 2.8508
H 1.8157 7.8089 4.3403
H 1.0530 8.1685 2.7777
H 0.8711 5.3744 4.2292
H 0.2904 5.8466 2.6575
H -1.1382 7.2055 3.2951
C -6.6089 -0.8877 -0.4148
C -7.3716 0.3868 -0.7038
O -7.2507 1.2291 0.3840
H -5.5825 -0.5668 -0.2372
H -6.6474 -1.4840 -1.3264
H -6.9131 -1.5887 0.3625
H -8.4372 0.1819 -0.8073
H -6.9354 0.8070 -1.6101
H -7.7525 0.7939 1.0771
C -2.6734 -3.5993 3.3603
C -1.4105 -4.2479 4.0360
O -0.2644 -3.4358 3.8816
H -3.4999 -4.3098 3.3739
H -2.5842 -3.4574 2.2833
H -2.9344 -2.6672 3.8616
H -1.2363 -5.1693 3.4804
H -1.6019 -4.4816 5.0833
H 0.3958 -3.9500 4.3520
C 5.3882 -4.3217 3.8348
C 5.2311 -5.7098 4.5101
O 4.1421 -5.8664 5.3106
H 5.2766 -3.5860 4.6314
H 4.6269 -4.2008 3.0641
H 6.3264 -4.2075 3.2919
H 6.0663 -5.9110 5.1810
H 5.1659 -6.5054 3.7678
H 4.3564 -6.2461 6.1659
C -2.3785 5.0386 -4.0767
C -3.2569 6.1006 -4.5303
O -2.4410 7.0410 -5.1384
H -1.6175 5.3743 -3.3723
H -1.8461 4.4147 -4.7946
H -3.1512 4.4355 -3.5999
H -3.7509 6.5704 -3.6798
H -4.0719 5.7761 -5.1773
H -2.8876 7.5379 -5.8277
C 1.5142 -8.7314 0.6344
C 0.8602 -7.5123 0.1238
O 1.1107 -7.4669 -1.2926
H 2.5985 -8.8068 0.5524
H 1.1607 -9.6571 0.1803
H 1.4498 -8.6018 1.7148
H 1.3894 -6.6010 0.4022
H -0.2097 -7.5120 0.3321
H 1.6097 -6.6557 -1.4130
C -5.5686 8.9838 2.2393
C -5.7590 7.5899 1.5862
O -4.5547 6.9011 1.5242
H -4.6132 9.4873 2.0918
H -5.5652 8.9134 3.3271
H -6.3175 9.7160 1.9373
H -5.8606 7.6284 0.5016
H -6.4601 6.8848 2.0328
H -4.8255 5.9817 1.5790
*
```



Computed, not measured: a cluster of 11 separate species, C22H66O22 in total, with the ωB97M-V functional and the def2-TZVPD basis.

The value obtained for the LUMO energy is 0.00 eV. The calculation puts the electronic energy at -68918.1916 eV. The frontier orbital gap comes out at 9.87 eV. As for the SMILES: OCCO.OCCO.OCCO.OCCO.OCCO.OCCO.OCCO.OCCO.OCCO.OCCO.OCCO. The calculation puts the max |F| at 3.5 eV Å⁻¹.

```
! RIJCOSX wB97M-V def2-TZVPD def2/J DEFGRID3
* xyz 0 1
O -18.9640 -2.1647 5.2384
C -19.2564 -3.0395 4.2075
C -18.0532 -3.3266 3.2646
O -17.7358 -2.0796 2.6070
H -18.9058 -1.3029 4.8195
H -19.5851 -4.0555 4.4260
H -20.0925 -2.6498 3.6270
H -18.3933 -4.0215 2.4967
H -17.2190 -3.6828 3.8690
H -16.9164 -2.1253 2.1089
O -9.4694 -3.7235 -0.3683
C -8.4115 -3.6389 0.5759
C -7.6065 -2.2992 0.3967
O -8.3135 -1.2033 0.9717
H -10.1962 -3.1570 -0.0991
H -8.7911 -3.8530 1.5750
H -7.7320 -4.3948 0.1822
H -7.3721 -2.1140 -0.6516
H -6.7045 -2.3729 1.0042
H -8.0714 -0.3578 0.5868
O -17.8961 13.1336 6.7494
C -17.8495 14.0376 5.6422
C -17.6602 13.3805 4.2688
O -16.4510 12.7170 4.2749
H -17.2015 12.4755 6.6725
H -18.8135 14.5444 5.6845
H -16.9929 14.6810 5.8431
H -17.5674 14.0890 3.4456
H -18.4036 12.6158 4.0436
H -16.1159 12.7916 3.3784
O -15.6160 5.8686 -2.5078
C -15.0481 4.8371 -3.1755
C -15.4822 4.9544 -4.6831
O -15.0446 3.8565 -5.4763
H -15.4207 5.8159 -1.5694
H -13.9643 4.8987 -3.0774
H -15.0248 3.8105 -2.8099
H -15.0270 5.8689 -5.0630
H -16.5712 4.9350 -4.7260
H -14.0932 3.9155 -5.5894
O -6.1739 4.1719 -1.1990
C -5.2941 4.5827 -2.1642
C -4.0210 3.7487 -1.9552
O -3.2658 4.1629 -0.8368
H -6.6709 4.9248 -0.8707
H -5.7335 4.5704 -3.1617
H -5.0850 5.6519 -2.1292
H -3.3892 3.9765 -2.8137
H -4.2086 2.6749 -1.9521
H -3.9081 4.2782 -0.1327
O -11.6094 11.2181 8.1831
C -10.2152 11.4895 7.9119
C -9.9123 13.0010 8.1940
O -10.8485 13.6739 7.3724
H -12.0830 11.5818 7.4314
H -9.5755 10.8594 8.5299
H -9.8700 11.3030 6.8950
H -8.8894 13.0968 7.8297
H -9.9346 13.2790 9.2477
H -10.9309 14.5858 7.6608
O -15.3337 -3.1634 9.7204
C -13.9485 -2.9353 9.5011
C -13.2232 -1.9018 10.4964
O -12.8047 -2.6202 11.7111
H -15.8314 -2.7366 9.0191
H -13.4378 -3.8971 9.5489
H -13.6364 -2.7361 8.4759
H -13.8799 -1.0563 10.7014
H -12.4452 -1.4866 9.8559
H -13.5717 -3.0061 12.1404
O -21.3086 1.6411 0.6146
C -21.1483 3.0660 0.6546
C -20.7898 3.7725 1.9962
O -21.7236 3.3817 2.9420
H -20.4398 1.2363 0.6680
H -20.5447 3.4766 -0.1548
H -22.1152 3.4984 0.3975
H -20.6387 4.8487 1.9126
H -19.7851 3.4956 2.3157
H -21.9752 2.4876 2.6991
O -13.0672 8.9634 13.0744
C -14.0190 8.0350 13.4585
C -13.3811 6.5909 13.4208
O -12.9306 6.1108 12.1454
H -13.0150 9.0715 12.1220
H -14.1354 8.3965 14.4802
H -14.8456 8.2093 12.7696
H -14.1008 5.8895 13.8428
H -12.3796 6.6412 13.8482
H -12.1338 6.6328 12.0262
O -13.4402 3.0231 6.1021
C -14.4322 3.8094 5.5121
C -13.8524 5.0200 4.8242
O -13.3111 4.4584 3.5430
H -13.1310 3.4948 6.8790
H -14.9553 3.1296 4.8395
H -15.0657 4.1838 6.3162
H -13.0476 5.5884 5.2904
H -14.5060 5.8920 4.8015
H -12.7084 3.7378 3.7406
O -5.2477 3.1828 7.3917
C -6.2288 2.6396 6.6018
C -7.3911 3.5877 6.5050
O -7.0764 4.6764 5.7121
H -5.2525 2.6738 8.2056
H -5.9295 2.3522 5.5938
H -6.6571 1.7342 7.0320
H -7.6136 4.0925 7.4452
H -8.1863 3.1179 5.9262
H -6.5262 4.3728 4.9864
*
```



Computed, not measured: a cluster of 10 separate species, C22H68N16O10 in total, with the ωB97M-V functional and the def2-TZVPD basis.

The value obtained for the LUMO energy (spin up / spin down) is -2.05 / -8.16 eV. The calculation puts the electronic energy at -68223.2191 eV. The frontier orbital gap (spin up / spin down) comes out at 9.06 / 2.95 eV. The calculation puts the max |F| at 10.9 eV Å⁻¹.

```
! RIJCOSX wB97M-V def2-TZVPD def2/J DEFGRID3
* xyz 1 2
C 13.2377 -2.0259 18.4208
C 14.4520 -2.7800 17.9280
C 14.4124 -4.2820 18.3949
O 15.5423 -5.0346 18.1477
C 15.6699 -5.2707 16.7523
N 14.4904 -2.4990 16.4452
H 13.2574 -1.9493 19.5079
H 12.3516 -2.6350 18.2425
H 13.1491 -1.0654 17.9131
H 15.3194 -2.2757 18.3540
H 13.4310 -4.6795 18.1362
H 14.2550 -4.2683 19.4733
H 16.3287 -6.1360 16.6789
H 16.1398 -4.4121 16.2727
H 14.7397 -5.3866 16.1960
H 14.5213 -1.4897 16.4259
H 15.4017 -2.7178 16.0689
C 9.3923 -3.0443 11.9805
C 10.1238 -4.3445 12.2366
C 11.4212 -4.4280 11.3917
O 11.1825 -4.2109 10.0114
C 12.3974 -4.3216 9.2534
N 10.3602 -4.4202 13.6492
H 10.0421 -2.1694 11.9586
H 8.5951 -2.8851 12.7066
H 8.9353 -2.9283 10.9977
H 9.5884 -5.2510 11.9542
H 11.8352 -5.4232 11.5539
H 12.1636 -3.7981 11.8817
H 13.0460 -3.4797 9.4959
H 12.1709 -4.6122 8.2275
H 13.0235 -5.1610 9.5559
H 9.4987 -4.5312 14.1646
H 10.8642 -5.2356 13.9673
C 15.8406 -7.7083 13.5689
C 15.4489 -6.3053 13.0435
C 15.8810 -5.9227 11.5821
O 15.5269 -4.5480 11.3365
C 16.2468 -3.6323 12.1795
N 13.9357 -6.3218 13.0285
H 15.2548 -8.0062 14.4384
H 16.9140 -7.7513 13.7536
H 15.7247 -8.3629 12.7051
H 15.7932 -5.5735 13.7743
H 15.5162 -6.7273 10.9436
H 16.9665 -6.0200 11.5662
H 17.2879 -3.9173 12.3311
H 15.7290 -3.5332 13.1336
H 16.4582 -2.6656 11.7226
H 13.4917 -5.5099 12.6239
H 13.4382 -6.5448 13.8787
C 4.8139 -9.2818 17.2994
C 5.9281 -10.2144 17.9387
C 6.1352 -11.3681 16.8946
O 5.1735 -12.3407 17.3240
C 4.9659 -13.4208 16.5885
N 7.1781 -9.4988 18.2161
H 4.2489 -9.8094 16.5309
H 5.2445 -8.3843 16.8555
H 4.2074 -8.9862 18.1555
H 5.6178 -10.4326 18.9606
H 7.1559 -11.7373 16.9942
H 5.9290 -10.9886 15.8938
H 4.8797 -13.2320 15.5185
H 4.1456 -14.0513 16.9317
H 5.8701 -14.0056 16.7576
H 7.2440 -8.8093 17.4810
H 6.9623 -8.8339 18.9451
C 12.4329 -11.0190 15.3268
O 11.3150 -10.7785 15.0239
N 13.3489 -10.1329 15.4397
N 12.8217 -12.1368 15.6182
H 12.9370 -9.2122 15.3879
H 14.2718 -10.4647 15.6811
H 13.7427 -12.4002 15.2980
H 12.0825 -12.8249 15.6080
C 9.7467 -5.5990 20.3769
O 10.0526 -5.1137 19.3345
N 8.6755 -6.3504 20.4297
N 10.3008 -5.2720 21.5403
H 8.4721 -6.9226 21.2368
H 8.1853 -6.6164 19.5876
H 10.8400 -4.4513 21.3042
H 10.4356 -5.8919 22.3262
C 12.9082 -9.0136 10.8572
O 12.5047 -9.9886 10.3025
N 13.3597 -7.9220 10.2673
N 12.7898 -8.8044 12.1561
H 13.5449 -8.0829 9.2876
H 13.7921 -7.2023 10.8288
H 12.2415 -9.4621 12.6917
H 13.0557 -7.9039 12.5282
C 10.8342 -10.4434 19.6268
O 10.4930 -10.7080 20.7741
N 12.0767 -10.4999 19.1831
N 10.0420 -10.0748 18.6449
H 12.3329 -10.3508 18.2176
H 12.7939 -10.5272 19.8937
H 9.0356 -10.0836 18.7300
H 10.3813 -9.9751 17.6988
C 11.3050 -7.2873 15.9787
O 12.1470 -7.2969 15.1534
N 11.3068 -6.3330 16.7991
N 10.4901 -8.2477 16.1938
H 10.6285 -6.2170 17.5384
H 11.8770 -5.5265 16.5881
H 10.6343 -9.0600 15.6112
H 9.8155 -8.2424 16.9455
C 7.5370 -6.5877 16.2791
O 8.0779 -6.6694 17.3473
N 7.9140 -7.2532 15.3121
N 6.9270 -5.5493 15.9012
H 7.4223 -7.2026 14.4313
H 8.7145 -7.8676 15.3546
H 6.3126 -5.7473 15.1244
H 6.6728 -4.9343 16.6610
*
```